The following is a DFT calculation (ωB97M-V/def2-TZVPD) of one molecule with the formula C3H5N3 in a non-equilibrium geometry.

ORCA input file:
```
! wB97M-V def2-TZVPD RIJCOSX def2/J DEFGRID3
* xyz 0 1
C -1.73 0.11 0.01
C -0.27 -0.29 0.20
C 0.80 0.42 -0.38
N 2.00 -0.15 -0.07
N 2.08 -1.19 0.65
N -0.09 -1.33 0.91
H -1.94 0.05 -1.06
H -1.83 1.12 0.40
H -2.45 -0.53 0.54
H 0.74 1.30 -0.98
H 2.83 0.33 -0.46
*
```

Results
Maximum force in Eh/bohr: 0.0745
ΔE to the lowest compared entry with this formula, charge and spin in kcal/mol: 111.3
DFT total energy in eV: -7657.6279

=====

The following is a DFT calculation (ωB97M-V/def2-TZVPD) of a 3-piece molecular cluster, C4H12O4 overall in a non-equilibrium geometry.

ORCA input file:
```
! wB97M-V def2-TZVPD RIJCOSX def2/J DEFGRID3
* xyz 0 1
C -0.98 0.59 0.86
O -1.77 -0.30 1.74
C -0.81 -0.17 -0.45
C -0.70 0.52 -1.84
C 0.23 -0.44 -2.62
O -0.18 -1.35 -3.17
H -0.08 0.95 1.39
H -1.72 1.45 0.81
H -1.81 -1.26 1.37
H -1.74 -0.90 -0.70
H -0.06 -1.00 -0.21
H -1.65 0.72 -2.41
H -0.35 1.59 -1.65
H 1.30 -0.37 -2.42
H 1.91 2.37 0.66
H 3.15 1.32 0.73
O 2.25 1.44 0.50
H 1.19 0.16 2.88
H 0.53 -1.18 3.33
O 1.32 -0.64 3.49
*
```

Results
Maximum force in Eh/bohr: 0.1411
SMILES: O=CCCCO.O.O
ΔE to the lowest compared entry with this formula, charge and spin in kcal/mol: 65.3
DFT total energy in eV: -12530.2588

=====

The following is a DFT calculation (ωB97M-V/def2-TZVPD) of a 2-piece molecular cluster, C3H10N2O overall in a non-equilibrium geometry.

ORCA input file:
```
! wB97M-V def2-TZVPD RIJCOSX def2/J DEFGRID3
* xyz 0 1
C 0.14 -0.60 1.13
N -2.40 0.46 -0.10
N -2.28 -0.11 -1.18
H -3.33 0.40 0.36
H -3.08 -0.64 -1.57
H -0.72 -0.25 -1.42
H -0.90 -0.57 1.45
H 0.73 -0.29 1.98
H 0.41 -1.62 0.86
C 2.24 0.41 -0.02
C 0.72 0.35 -0.14
O 0.36 -0.16 -1.36
H 0.27 1.34 0.03
H 2.65 -0.59 -0.09
H 2.54 0.86 0.92
H 2.63 1.01 -0.84
*
```

Results
Maximum force in Eh/bohr: 0.0673
SMILES: [H]/N=N\[H].CC(C)O
ΔE to the lowest compared entry with this formula, charge and spin in kcal/mol: 77.3
DFT total energy in eV: -8298.1516

=====

The following is a DFT calculation (ωB97M-V/def2-TZVPD) of one molecule with the formula C5H6O3 in a non-equilibrium geometry.

ORCA input file:
```
! wB97M-V def2-TZVPD RIJCOSX def2/J DEFGRID3
* xyz 0 1
C -2.39 -0.41 0.04
C -0.87 -0.21 0.42
C 1.00 1.26 -0.09
C 1.80 -0.04 -0.08
C 1.12 -1.12 -0.37
H -2.89 -1.42 0.26
H -0.91 -0.07 1.57
H 1.17 1.81 0.81
H 1.20 1.94 -0.89
H 2.89 0.05 -0.13
H 1.51 -2.00 -0.90
O -3.00 0.43 -0.51
O -0.43 1.09 -0.09
O -0.21 -1.31 -0.04
*
```

Results
Maximum force in Eh/bohr: 0.0727
SMILES: O=C[C@H]1OC=CCO1
ΔE to the lowest compared entry with this formula, charge and spin in kcal/mol: 57.0
DFT total energy in eV: -11421.9383

=====

The following is a DFT calculation (ωB97M-V/def2-TZVPD) of one molecule with the formula C4H6N2 in a non-equilibrium geometry.

ORCA input file:
```
! wB97M-V def2-TZVPD RIJCOSX def2/J DEFGRID3
* xyz 0 1
C -0.98 0.62 -0.61
C 0.21 -0.24 -0.89
C 0.27 -0.25 1.43
C -0.71 -0.52 0.31
H -1.87 0.51 -1.21
H -0.86 1.68 -0.26
H 0.20 -0.87 -1.74
H 2.18 0.59 -0.72
H 0.13 -0.34 2.52
H -1.50 -1.32 0.42
N 1.49 0.00 -0.29
N 1.44 0.14 1.04
*
```

Results
Maximum force in Eh/bohr: 0.0416
SMILES: C1=NN[C@@H]2C[C@H]12
ΔE to the lowest compared entry with this formula, charge and spin in kcal/mol: 55.2
DFT total energy in eV: -7223.1982

=====

The following is a DFT calculation (ωB97M-V/def2-TZVPD) of a 2-piece molecular cluster, C5H12N2O2 overall in a non-equilibrium geometry.

ORCA input file:
```
! wB97M-V def2-TZVPD RIJCOSX def2/J DEFGRID3
* xyz 0 1
C 1.62 -0.26 -1.24
N 0.78 -0.63 -0.11
C 0.87 0.16 1.17
C 1.47 1.36 1.26
O 0.88 -2.02 0.10
H -0.05 -2.33 -0.09
H 0.94 -0.53 2.00
H 1.30 -0.86 -2.10
H 1.48 0.79 -1.47
H 2.67 -0.45 -1.04
H 1.61 2.03 0.43
H 2.03 1.64 2.14
C -1.62 0.64 -1.10
C -1.54 -0.53 -0.14
N -1.72 -0.10 1.23
O -1.67 -1.72 -0.41
H -2.09 0.81 1.44
H -2.11 -0.82 1.84
H -1.19 0.33 -2.05
H -1.03 1.47 -0.73
H -2.64 1.02 -1.12
*
```

Results
Maximum force in Eh/bohr: 0.0837
SMILES: C=CN(C)O.CC(N)=O
ΔE to the lowest compared entry with this formula, charge and spin in kcal/mol: 92.3
DFT total energy in eV: -12451.9818